Entry 1:
Computed, not measured: an isolated molecule of C3H3ClN2, with the ωB97M-V functional and the def2-TZVPD basis.

Geometry as XYZ:
```
9
Properties=species:S:1:pos:R:3:lowdin_charge:R:1
C 0.932 -0.825 -0.212 -0.23
C 0.806 0.521 -0.507 -0.12
C -1.021 -0.240 0.452 -0.82
N -0.132 -1.400 0.417 0.04
N -0.466 0.869 -0.009 0.02
Cl -2.510 -0.517 1.201 0.70
H 1.799 -1.459 -0.580 0.12
H 1.567 1.280 -0.893 0.12
H -0.974 1.771 0.130 0.18
```

Values from the calculation:
Molecular weight: 102.5 g mol⁻¹
Highest occupied orbital energy: -8.6 eV
SMILES: Clc1ncc[nH]1

---

Entry 2:
Computed, not measured: a cluster of 26 separate species, C23H86BNO28P in total, with the ωB97M-V functional and the def2-TZVPD basis.

Geometry as XYZ:
```
140
Properties=species:S:1:pos:R:3:lowdin_charge:R:1
C -0.301 5.357 -0.274 -0.23
C 0.149 3.964 0.218 -0.42
P -1.403 3.013 0.647 0.99
C -1.318 2.892 2.514 -0.30
B -1.300 1.162 0.059 -0.88
O -0.012 0.468 -0.155 -0.07
C -0.271 -0.450 -1.218 -0.13
C -1.795 -0.545 -1.513 -0.34
C -2.469 -1.778 -0.838 -0.09
C -3.341 -1.511 0.404 -0.17
C -2.833 -2.255 1.660 -0.18
C -1.597 -1.619 2.300 -0.13
N -0.921 -2.538 3.225 -0.11
C -0.947 -2.334 4.566 -0.07
C -0.212 -3.383 5.109 -0.13
C 0.232 -4.201 4.053 -0.13
C -0.228 -3.639 2.867 -0.09
C -2.229 -0.491 -3.011 -0.04
C -1.449 -1.334 -4.029 -0.35
C -1.675 -2.845 -3.865 -0.04
O -0.077 -0.947 -4.158 -0.12
C 0.890 -1.911 -3.814 -0.19
C 2.259 -1.222 -3.762 -0.20
C 2.481 -0.063 -4.488 -0.05
C 3.723 0.559 -4.386 -0.06
C 4.687 0.004 -3.564 -0.09
C 4.467 -1.156 -2.848 -0.10
C 3.231 -1.785 -2.949 -0.04
O -2.228 0.740 -1.020 -0.12
H -0.778 5.887 0.551 0.03
H -1.047 5.171 -1.044 0.03
H 0.522 5.993 -0.609 0.05
H 0.783 3.434 -0.497 0.07
H 0.761 4.127 1.112 0.06
H -0.767 3.723 2.954 0.02
H -2.291 2.717 2.961 -0.01
H -0.726 1.988 2.716 0.02
H -1.757 0.600 1.071 0.07
H 0.326 -0.064 -2.052 0.12
H 0.237 -1.396 -0.966 0.12
H -1.678 -2.474 -0.535 0.11
H -3.084 -2.324 -1.554 0.10
H -3.483 -0.458 0.640 0.11
H -4.341 -1.922 0.233 0.08
H -3.650 -2.198 2.391 0.11
H -2.641 -3.307 1.424 0.10
H -0.893 -1.348 1.506 0.12
H -1.849 -0.676 2.777 0.12
H -1.441 -1.519 5.065 0.10
H -0.026 -3.535 6.162 0.07
H 0.827 -5.102 4.116 0.09
H -0.098 -3.992 1.859 0.12
H -2.216 0.552 -3.319 0.10
H -3.273 -0.812 -3.041 0.13
H -1.913 -1.110 -5.002 0.13
H -1.253 -3.387 -4.711 0.08
H -1.338 -3.224 -2.901 0.07
H -2.753 -3.021 -3.905 0.09
H 0.974 -2.705 -4.568 0.13
H 0.748 -2.325 -2.815 0.10
H 1.726 0.397 -5.111 0.11
H 3.910 1.482 -4.916 0.10
H 5.640 0.521 -3.476 0.08
H 5.211 -1.581 -2.184 0.11
H 2.997 -2.686 -2.393 0.11
O 1.888 -4.251 7.627 -0.04
H 2.219 -5.135 7.817 0.05
H 2.673 -3.752 7.373 0.05
O -4.486 3.082 2.845 -0.08
H -5.057 3.855 2.842 0.03
H -4.176 3.011 1.932 0.01
O 2.457 -1.836 9.513 -0.05
H 2.156 -2.669 9.122 0.01
H 2.793 -1.329 8.765 0.05
O 0.186 5.740 -3.138 -0.07
H -0.082 4.822 -3.291 -0.01
H 0.429 6.096 -3.998 0.02
O 7.878 1.002 -2.787 -0.06
H 8.214 0.122 -2.584 0.03
H 8.674 1.525 -2.929 0.01
O -1.151 3.195 -3.665 -0.05
H -1.927 3.387 -3.122 0.04
H -1.411 2.427 -4.184 0.05
O -3.707 2.276 -2.304 -0.12
H -3.885 3.152 -1.936 0.04
H -2.974 1.890 -1.686 0.02
O -1.337 -2.057 -7.721 -0.05
H -0.982 -1.979 -6.829 0.01
H -1.632 -1.167 -7.935 0.04
O -3.054 -1.094 6.920 -0.05
H -3.405 -0.448 7.541 0.04
H -3.394 -1.937 7.233 0.04
O 1.712 3.154 -4.540 -0.05
H 0.889 3.091 -4.038 0.00
H 1.550 3.886 -5.146 -0.01
O 0.726 5.119 -6.648 -0.04
H 1.500 5.493 -7.082 0.05
H 0.030 5.168 -7.310 0.05
O -1.695 -6.338 6.115 -0.05
H -2.610 -6.268 6.411 0.07
H -1.527 -5.497 5.658 0.04
O 9.418 3.270 -1.415 -0.05
H 8.473 3.293 -1.221 0.05
H 9.600 4.114 -1.839 0.04
O -0.869 8.632 -0.608 -0.05
H -0.534 8.145 -1.371 0.03
H -0.078 8.849 -0.106 0.04
O 10.583 -0.053 -2.055 -0.06
H 10.378 0.768 -1.588 0.02
H 11.064 -0.577 -1.407 0.04
O -1.261 -9.293 6.160 -0.06
H -1.206 -8.328 6.107 -0.01
H -0.490 -9.606 5.678 0.03
O -1.992 -7.524 3.417 -0.07
H -1.573 -8.382 3.531 0.02
H -2.080 -7.185 4.321 -0.01
O 3.060 -1.611 -7.481 -0.06
H 3.518 -2.440 -7.316 0.03
H 2.840 -1.285 -6.600 0.00
O -0.352 -1.109 9.022 -0.07
H -0.514 -0.719 8.157 0.02
H 0.610 -1.224 9.075 -0.02
O -1.958 6.560 2.371 -0.06
H -2.869 6.601 2.679 0.04
H -1.862 7.338 1.814 0.00
O -5.824 -3.640 0.342 -0.06
H -6.235 -3.378 1.171 0.04
H -5.090 -4.202 0.611 0.04
O -6.576 2.399 -2.701 -0.08
H -6.804 2.722 -1.825 0.02
H -5.609 2.298 -2.673 -0.02
O -4.117 7.940 0.632 -0.06
H -3.221 8.215 0.400 0.01
H -4.626 8.131 -0.162 0.04
O 4.546 0.919 -0.072 -0.06
H 3.670 1.159 0.250 0.04
H 4.364 0.374 -0.846 0.00
O 3.457 -4.743 2.450 -0.06
H 2.640 -4.452 2.874 0.00
H 3.160 -5.285 1.713 0.03
```

Values from the calculation:
Molecular weight: 866.7 g mol⁻¹
Highest occupied orbital energy: -4.0 eV
Net charge: -1

---

Entry 3:
Computed, not measured: a cluster of 2 separate species, C5H16NO in total, with the ωB97M-V functional and the def2-TZVPD basis.

Geometry as XYZ:
```
23
Properties=species:S:1:pos:R:3:lowdin_charge:R:1
C 0.147 0.200 -0.545 -0.14
C -0.481 -0.398 0.666 -0.38
C 0.603 -0.810 1.694 -0.05
C -1.270 -1.676 0.292 -0.22
C -2.448 -1.952 1.209 -0.09
N 0.764 1.563 -0.286 0.18
H 0.954 -0.403 -0.966 0.14
H -0.525 0.375 -1.388 0.14
H -1.142 0.310 1.173 0.14
H 0.137 -1.361 2.514 0.09
H 1.151 0.003 2.176 0.07
H 1.283 -1.529 1.233 0.09
H -0.570 -2.506 0.183 0.12
H -1.644 -1.567 -0.734 0.11
H -3.366 -1.535 0.791 0.08
H -2.425 -1.618 2.246 0.08
H -2.628 -3.029 1.267 0.08
H 1.343 1.612 0.561 0.16
H 0.026 2.242 -0.087 0.17
H 1.381 1.806 -1.105 0.10
H 2.617 1.774 -3.141 0.08
H 2.302 3.247 -2.818 0.08
O 2.083 2.341 -2.577 -0.03
```

Values from the calculation:
Molecular weight: 106.2 g mol⁻¹
Highest occupied orbital energy: -14.7 eV
Net charge: +1